Formula: C14H31GaNO5
Source: the Open Molecules 2025 dataset
Level of theory: wB97M-V/def2-TZVPD

Geometry (Å):
H: 0.45302 -1.55862 0.95448
O: 1.53336 1.04020 0.69241
H: -0.95166 1.04536 0.54613
H: -0.23858 3.19362 -1.79845
C: 3.14988 -1.11326 2.97911
H: 2.38418 -1.06403 3.75635
C: -2.81823 0.26812 0.46941
H: 1.72665 6.47724 1.30362
H: 2.13575 -6.50635 -1.31021
H: -2.10597 4.76139 -1.68521
H: -0.11782 2.94413 -0.01077
C: -4.27317 0.33457 -0.10110
C: 0.89276 -3.06453 -2.42381
H: -4.96144 -0.39100 0.42153
C: -0.53187 -3.38342 -2.82828
C: 1.46947 -4.62225 -0.61420
H: 3.54003 -3.22675 3.17621
H: -4.72622 1.35626 0.00197
C: -1.96856 2.04326 -0.98067
H: 1.45893 -5.54126 -2.59643
C: 3.29682 -2.50248 2.39588
H: 2.38274 -2.82698 1.89879
H: 1.05702 -1.98938 -2.50632
H: 4.08805 -2.51788 1.64302
C: 1.68079 0.10889 1.44332
C: -1.52110 4.60568 -0.71882
H: -0.37318 -0.24187 1.80770
O: 1.12754 -3.39769 -1.04986
O: 1.80063 -4.76903 0.53400
H: -2.01612 1.74391 -2.07090
H: -2.94821 2.53801 -0.73651
N: -1.65914 0.83516 -0.16859
Ga: 0.13364 6.19789 1.33509
C: -0.84554 3.18340 -0.83941
H: -4.23794 0.07534 -1.20120
H: -0.57189 7.55120 1.90572
H: -0.74630 -4.45069 -2.74346
H: -1.04959 6.73737 -0.94125
H: 0.41720 5.69680 -1.26619
H: 0.64429 -1.33073 2.71128
C: 0.54497 -0.82229 1.75432
O: 2.90132 -0.15314 1.94722
H: 1.63047 -3.54100 -3.07339
H: 0.37485 -6.27244 -1.38821
H: -2.23206 4.59090 0.16015
O: -2.67727 -0.32591 1.57428
H: -0.71678 -3.07556 -3.85905
H: -0.24412 5.02991 2.37155
C: 1.34305 -5.79599 -1.54487
H: 4.08783 -0.81611 3.45156
C: -0.48567 5.80813 -0.60362
H: -1.23682 -2.86609 -2.17434

Cartesian forces, eV/Å:
H 0.03 0.01 0.03
O 0.29 -0.20 0.22
H -0.26 -0.25 -0.54
H -0.53 -0.08 1.13
C 0.03 -0.27 -0.07
H -0.06 0.00 -0.11
C 0.92 -1.09 2.78
H 0.07 -0.07 0.03
H -0.18 0.00 0.19
H 0.25 -0.39 1.13
H -0.90 0.40 -0.66
C 0.34 -0.04 -0.96
C -0.24 0.00 -0.21
H 1.18 0.72 -0.40
C -0.14 -0.16 0.09
C -0.17 -0.13 0.22
H 0.00 0.02 -0.02
H 0.63 -0.84 -0.12
C 0.91 1.10 -1.15
H -0.21 0.04 0.01
C -0.17 -0.06 -0.11
H 0.06 -0.05 0.11
H 0.07 -0.07 0.25
H 0.03 0.04 0.10
C -0.35 -0.13 -0.34
C 0.74 0.00 -0.60
H 0.05 -0.24 -0.04
O 0.26 0.32 0.21
O -0.08 0.14 -0.24
H -0.08 0.26 1.10
H 0.83 -0.72 0.05
N -3.06 0.47 0.81
Ga 0.14 0.30 -0.12
C -0.22 -0.08 -0.65
H -0.19 0.40 1.06
H -0.09 0.00 -0.12
H 0.06 0.01 -0.09
H 0.76 -0.96 0.27
H -0.96 -0.15 0.39
H 0.06 -0.16 -0.11
C -0.17 0.12 0.57
O 0.44 0.45 0.13
H -0.03 -0.09 0.08
H 0.04 0.03 0.00
H 0.66 0.14 -0.89
O -0.25 1.27 -2.68
H 0.02 0.02 0.04
H -0.05 -0.27 -0.06
C 0.47 -0.17 -0.45
H -0.06 0.22 -0.15
C -0.95 0.07 -0.03
H 0.10 0.08 -0.06

Properties
HOMO level   -4.2855 eV
Largest force on an atom   3.2 eV Å⁻¹
HOMO-LUMO gap   0.2315 hartree
Charge   -1
Energy   -2907.737024 Ha

Charges per atom according to Löwdin partitioning, unit e: H 0.094; O 0.101; H 0.088; H 0.109; C -0.236; H 0.114; C -0.436; H -0.173; H 0.091; H 0.094; H 0.097; C -0.031; C -0.225; H 0.084; C -0.064; C -0.524; H 0.081; H 0.080; C -0.209; H 0.068; C -0.072; H 0.044; H 0.128; H 0.084; C -0.508; C -0.341; H 0.053; O -0.005; O 0.101; H 0.111; H 0.096; N 0.046; Ga 0.128; C -0.194; H 0.083; H -0.174; H 0.066; H 0.024; H 0.024; H 0.079; C 0.020; O 0.001; H 0.113; H 0.097; H 0.090; O -0.026; H 0.082; H -0.163; C 0.008; H 0.118; C -0.403; H 0.085